(1)
A structure of composition C49H55BaN11O2P2Se2 in a non-equilibrium geometry, computed with ωB97M-V/def2-TZVPD.

Computed properties:
E_tot (eV): -222141.124
Gap between HOMO and LUMO (spin up / spin down) (eV): 3.4669 / 3.4647
Charge: +2
M (g mol⁻¹): 1187.2
ΔE to the lowest compared entry with this formula, charge and spin (kJ/mol): 0.0
Largest force on an atom (eV/Å): 5.23

Structure (XYZ):
```
122
Properties=species:S:1:pos:R:3:forces:R:3:mulliken_charge:R:1
Ba 19.63383 14.29667 15.30381 -0.48 -1.46 0.92 1.68
N 23.14049 13.05103 14.43895 0.53 -0.32 0.56 -0.24
C 23.25067 14.41307 14.40084 1.37 -0.30 -0.27 0.37
N 24.36395 14.96222 13.79604 -2.42 -1.10 2.01 -0.71
C 24.46655 16.24102 14.14573 0.60 1.41 -1.19 0.52
N 25.59266 16.89430 13.75348 -0.42 -0.02 0.22 -0.37
N 23.52003 17.00350 14.77146 -0.87 -0.70 1.31 -0.61
C 22.44677 16.35996 15.27353 1.77 1.03 -1.85 0.22
N 22.23664 15.04481 15.04525 0.13 0.88 0.31 -0.28
C 21.49597 17.19736 16.10384 0.92 2.45 0.86 0.40
C 21.92582 18.47322 16.68963 0.38 -2.03 -0.76 -0.52
C 21.11156 19.00692 17.68758 -0.40 -1.30 -0.65 -0.32
C 19.92252 18.34381 18.09051 0.30 0.06 -2.16 -0.82
C 19.49308 17.25752 17.30964 1.20 1.13 0.45 -0.10
N 20.27692 16.75465 16.34820 -0.13 -1.45 0.01 -0.02
H 24.04450 12.54527 14.40266 -0.98 0.48 -0.26 0.31
H 22.54790 12.74307 15.22592 0.61 0.03 -0.73 0.14
H 26.37507 16.36676 13.33513 -0.94 0.69 0.37 0.26
H 25.60751 17.91628 13.86483 0.25 -1.03 -0.06 0.26
H 22.92090 18.89790 16.36933 -1.41 -0.46 0.53 0.39
H 21.39696 19.92603 18.13355 0.14 0.63 0.49 0.45
H 19.24535 18.82482 18.75703 -0.17 -0.03 0.77 0.40
H 18.54992 16.75071 17.45491 -0.17 0.15 0.17 0.41
C 19.66203 7.71356 11.13610 1.02 0.94 -1.04 -1.24
N 19.36199 9.08810 11.67727 0.19 -0.18 2.27 0.29
P 18.20813 10.17951 10.85056 0.14 -2.71 -0.59 0.04
C 18.88992 9.93886 9.11671 -1.46 0.70 -0.87 0.25
C 20.18088 10.30716 8.75228 0.37 0.01 0.19 -0.08
C 20.48919 10.53152 7.42186 0.01 0.39 -1.18 -0.61
C 19.48876 10.44321 6.42083 1.73 -0.27 1.08 -0.51
C 18.31608 9.82498 6.71860 -1.44 0.22 0.71 -0.48
C 17.96365 9.64409 8.05765 0.08 -0.87 1.80 -0.31
C 18.78582 11.79679 11.40870 0.49 0.52 -0.57 0.76
C 20.13758 12.15808 11.46718 -0.59 -0.68 0.45 0.22
C 20.51182 13.42972 11.79236 -0.18 0.91 0.24 -0.29
C 19.53209 14.39004 12.13479 0.32 -1.29 -0.34 -1.71
C 18.20552 13.99681 12.17256 -1.86 1.07 -1.20 0.26
C 17.81525 12.76130 11.67015 1.02 -0.69 0.76 -1.12
P 19.53818 9.23615 13.47096 -0.85 -0.07 -1.37 0.36
C 21.10999 8.35992 13.80734 0.64 -1.16 -0.58 0.72
C 21.33002 7.09300 14.42414 0.59 2.23 -1.01 -0.41
C 22.63376 6.62313 14.47853 -1.08 -3.05 1.44 -0.57
C 23.71898 7.24337 13.96629 1.11 1.48 -0.41 -0.56
C 23.53414 8.47839 13.36055 -0.56 -0.44 -0.38 -0.77
C 22.22846 8.95950 13.22334 0.91 0.21 0.42 -0.50
C 18.31271 8.05858 14.17092 0.35 -0.36 -0.06 0.95
C 18.45763 7.76319 15.53884 -0.71 0.72 0.48 -0.79
C 17.64612 6.82333 16.18664 0.29 0.20 -1.34 -0.57
C 16.69763 6.12526 15.42693 0.25 1.01 -0.37 -0.72
C 16.47574 6.51706 14.08745 0.74 0.34 1.01 -0.50
C 17.29248 7.43988 13.42894 0.35 -0.35 1.63 -0.49
H 20.76651 7.71152 10.85788 -1.39 -0.04 -0.13 0.19
H 19.01321 7.56154 10.23863 0.73 -0.24 0.70 0.43
H 19.59273 6.87536 11.84433 -0.61 0.54 0.03 0.49
H 20.92460 10.42611 9.54538 -0.08 -0.04 -0.50 0.25
H 21.49482 10.79124 7.05386 -0.48 0.07 0.65 0.37
H 19.69797 10.79528 5.43612 0.23 -0.10 -0.59 0.41
H 17.60311 9.61257 5.93548 -0.12 -0.07 0.01 0.39
H 16.99856 9.15131 8.36023 0.88 0.85 -0.53 0.30
H 20.89321 11.40992 11.29107 0.04 -0.06 -0.10 -0.18
H 21.56491 13.65176 11.72377 0.11 0.43 0.16 0.47
H 19.79957 15.40765 12.23740 0.31 1.02 0.37 0.72
H 17.31875 14.68835 12.27015 1.44 -0.24 0.32 0.32
H 16.77410 12.54200 11.54253 -0.36 -0.23 0.05 0.52
H 20.52270 6.53612 14.81309 -0.64 -0.55 0.44 0.50
H 22.78148 5.61409 14.94344 -0.16 1.01 -0.39 0.30
H 24.72243 6.84181 14.03714 -0.16 -0.20 0.09 0.41
H 24.38622 8.98128 12.91487 -0.22 0.14 -0.02 0.43
H 22.13343 9.84670 12.63452 -0.36 0.65 -0.16 0.23
H 19.09469 8.39540 16.18968 -0.01 -0.57 -0.63 0.42
H 17.79688 6.70088 17.24302 -0.16 -0.38 0.24 0.44
H 16.10131 5.35775 15.89247 -0.24 -0.01 -0.03 0.40
H 15.60852 6.19207 13.57865 -0.62 -0.82 -0.52 0.45
H 17.12182 7.63479 12.39228 0.00 0.32 -0.44 0.37
O 17.93120 11.72717 15.60795 1.12 -1.51 -0.36 -0.65
H 18.11781 11.26702 16.45539 -0.29 0.88 -0.10 0.29
H 18.30983 11.02056 15.00769 -0.58 1.04 0.15 0.21
O 13.87869 17.52578 12.15269 -0.19 -4.32 2.93 -0.13
N 13.83362 16.49220 12.69461 0.73 4.28 -2.36 0.28
Se 18.71439 12.27661 20.29362 -0.22 -0.11 0.36 -0.21
C 19.39550 12.71247 18.74133 0.65 0.37 -1.38 -0.12
N 19.85671 12.99721 17.68377 -0.40 0.28 0.15 -0.61
C 10.88076 11.17456 12.66650 0.16 -0.16 0.47 -1.32
C 11.99771 12.12889 13.04099 -0.12 0.42 2.23 -0.46
C 11.42503 13.39696 13.74196 -1.14 1.10 0.01 -0.14
C 11.55310 14.56184 12.78230 1.70 -1.52 -0.99 -1.25
N 11.12974 15.84790 13.31359 -0.28 0.48 -0.25 0.73
C 11.84667 16.66429 14.12366 -2.80 2.24 -0.27 -0.42
Se 13.35212 16.32317 15.08360 1.31 -0.13 -0.88 0.03
N 11.15668 17.88914 14.23759 -0.66 -1.67 -1.28 0.60
C 11.67509 19.16646 14.75425 0.34 -0.18 0.05 -0.60
C 10.80229 19.76676 15.85911 0.68 -0.17 1.76 -0.54
C 10.93339 19.04497 17.27694 0.23 -0.14 -1.34 -0.27
C 10.16788 19.71226 18.40045 -0.25 0.90 0.51 -1.27
C 9.91342 17.74121 13.58118 0.23 -0.58 -0.62 0.83
C 8.78178 18.56141 13.38762 -0.11 0.23 -0.70 -0.82
C 7.69847 17.98856 12.71167 -1.04 1.41 0.93 -0.67
C 7.66625 16.65964 12.36020 -1.55 -0.92 -1.17 -0.65
C 8.76676 15.88504 12.44843 1.50 -0.81 -0.26 -0.77
C 9.91338 16.45235 12.99139 0.13 0.66 1.30 0.42
H 11.33449 10.26018 12.28614 -0.48 -0.30 0.30 0.37
H 10.27243 11.57534 11.88386 -0.18 0.47 -0.89 0.32
H 10.14097 11.06697 13.46808 0.57 -0.65 0.14 0.37
H 12.51115 12.38414 12.11993 0.46 0.24 0.05 0.35
H 12.72706 11.72565 13.80292 -0.65 -0.13 -1.19 0.29
H 11.84655 13.75640 14.69368 0.36 -0.85 -0.20 0.40
H 10.32405 13.35346 13.95567 0.78 -0.56 -0.13 0.28
H 11.10539 14.18676 11.83778 -0.73 1.30 0.46 0.37
H 12.60456 14.61093 12.41300 -0.54 0.32 0.76 0.31
H 11.68033 19.97514 13.97519 0.23 -1.27 0.04 0.33
H 12.73523 18.86098 15.02936 -1.28 1.11 0.13 0.28
H 9.74424 19.91413 15.59810 0.42 -0.25 -0.26 0.33
H 11.24720 20.78517 15.94673 -0.54 -0.48 0.34 0.39
H 11.98470 19.17029 17.47229 0.62 -0.15 0.40 0.26
H 10.79719 17.93471 17.27410 -0.34 0.82 -0.48 0.26
H 10.75692 20.59121 18.74237 -0.55 -0.42 -0.11 0.31
H 10.01367 19.06746 19.27430 0.25 0.02 -0.27 0.35
H 9.16000 20.07686 18.13041 0.44 -0.20 -0.15 0.31
H 8.74070 19.62742 13.62175 0.14 -0.49 0.22 0.42
H 6.72883 18.52114 12.53432 1.34 -0.01 0.32 0.32
H 6.74634 16.20275 11.92773 0.78 0.61 0.42 0.36
H 8.78879 14.87365 12.08074 -0.09 -0.23 0.02 0.45
```
Forces are in eV/Å.

(2)
The molecule C4H8O2, computed with ωB97M-V/def2-TZVPD.

Computed properties:
E_tot (eV): -8371.685
Gap between HOMO and LUMO (eV): 10.5165
SMILES: O[C@H]1CCOC1
M (g mol⁻¹): 88.1
ΔE to the lowest compared entry with this formula, charge and spin (kJ/mol): 154.0
Largest force on an atom (eV/Å): 0.76

Structure (XYZ):
```
14
Properties=species:S:1:pos:R:3:forces:R:3:mulliken_charge:R:1
O 0.35091 -1.34544 -1.10332 0.38 0.09 -0.20 -0.55
C 0.40190 0.06628 -0.83296 0.04 0.22 -0.10 -0.17
C -1.03142 0.44531 -0.42668 -0.03 -0.10 -0.07 -0.57
C -0.95204 -0.25608 0.92143 -0.36 -0.04 0.03 -0.41
O 0.19342 0.35112 1.51836 0.07 -0.20 0.07 -0.39
C 1.13652 0.49018 0.46035 0.21 -0.12 -0.29 -0.44
H 1.09279 -1.83055 -0.72601 0.09 0.34 -0.02 0.33
H 0.80160 0.55210 -1.72548 -0.07 0.20 0.14 0.33
H -1.78839 0.06018 -1.11117 0.14 -0.10 0.05 0.32
H -1.15982 1.53205 -0.31085 0.10 -0.32 -0.02 0.27
H -0.72488 -1.30050 0.66566 -0.44 0.10 0.61 0.30
H -1.79672 -0.20173 1.60376 0.03 0.27 -0.04 0.37
H 1.44531 1.54585 0.38994 -0.07 -0.30 -0.05 0.30
H 2.03085 -0.10878 0.67696 -0.09 -0.04 -0.12 0.30
```
Forces are in eV/Å.

(3)
A structure of composition C20H29BF5I2N2O19P2S2 in a non-equilibrium geometry, computed with ωB97M-V/def2-TZVPD.

Computed properties:
E_tot (eV): -133809.009
Gap between HOMO and LUMO (eV): 7.2353
Charge: -1
M (g mol⁻¹): 1087.1
ΔE to the lowest compared entry with this formula, charge and spin (kJ/mol): 0.0
Largest force on an atom (eV/Å): 2.58

Structure (XYZ):
```
82
Properties=species:S:1:pos:R:3:forces:R:3:mulliken_charge:R:1
C -2.17191 -5.15877 3.39226 0.21 -0.06 -0.15 -1.63
C -2.50348 -3.75617 3.02008 0.42 1.56 0.21 0.31
I -4.06558 -3.80004 1.58966 -0.34 0.24 -0.16 -0.10
C -1.95877 -2.60525 3.47037 -0.31 -0.83 -0.71 -0.49
I -0.46089 -2.98006 4.92918 -0.06 0.00 0.09 -0.11
P -2.48094 -0.75403 3.01838 -0.48 0.17 0.20 1.72
C -3.83780 -0.84379 4.34817 0.89 -0.32 0.73 -1.38
N -3.53570 -1.62696 5.56158 -0.08 0.07 -0.23 -0.40
C -3.17723 1.04136 2.55359 0.34 0.23 -0.37 -0.68
C -4.53696 0.96163 2.07731 -1.31 -0.52 -2.16 -0.12
O -4.89323 0.71572 0.90284 0.73 0.38 2.09 -0.57
O -1.28521 -0.04849 4.09411 0.06 -0.32 0.45 -0.39
C -0.25684 0.66728 3.55191 0.22 -0.16 0.01 1.04
S -0.57588 2.48575 3.69312 0.11 0.28 -0.21 -0.28
P 1.33508 0.50484 4.52668 0.00 0.52 -0.20 0.31
O 2.44369 1.36060 4.05133 0.15 -0.09 -0.04 -0.67
C -0.15798 0.25700 2.02395 -0.02 0.11 -0.01 -0.91
B 0.00418 1.49068 0.98883 -0.61 -0.37 -0.20 1.02
N -0.93319 1.55495 -0.09703 1.13 0.16 -0.10 -0.44
O 1.01036 2.37280 1.18501 0.08 -0.06 0.40 -0.71
S 1.28756 -0.82518 1.55023 0.09 0.72 1.26 0.88
O 1.34949 -2.02634 2.31212 0.24 0.04 -0.19 -0.51
O 2.45740 -0.08397 1.20157 0.00 -0.37 -0.02 -0.55
F 0.62709 -1.19628 0.19497 -0.14 -0.62 -1.36 -0.11
O -1.22587 -0.55642 1.76437 0.01 -0.13 0.05 -0.39
H -2.38705 -5.33271 4.43645 -0.03 -0.14 0.39 0.36
H -2.71820 -5.85812 2.78138 -0.20 -0.27 -0.04 0.48
H -1.11930 -5.33318 3.21712 0.39 -0.11 0.11 0.40
H -3.27414 -1.23517 1.96887 0.04 -0.35 -0.05 -0.18
H -4.10007 0.16137 4.64333 -0.18 0.45 -0.12 0.55
H -4.68772 -1.30064 3.86205 -0.30 -0.10 -0.39 0.44
H -4.34714 -2.13843 5.86590 -0.18 -0.18 0.01 0.22
H -3.28873 -1.01548 6.32267 0.23 0.11 0.09 0.19
H -2.60635 1.45471 1.73611 0.38 -0.06 -0.28 0.23
H -3.10102 1.72221 3.38593 -0.11 -0.01 0.46 0.50
H -5.32460 1.11057 2.83546 -0.22 -0.03 0.00 0.34
H -0.36852 2.49758 5.00371 -0.07 0.08 0.37 0.17
H 0.87383 0.86619 5.80260 -0.22 -0.25 0.19 0.06
H 1.64940 -0.84756 4.61423 -0.14 -0.25 0.04 0.00
H -0.72899 2.30864 -0.73493 -0.16 0.17 -0.23 0.16
H -0.99733 0.69640 -0.62078 -0.61 -0.26 0.19 0.10
H 1.32047 2.76849 0.37901 0.07 0.59 -0.43 0.15
C 5.16492 3.97777 -1.47860 0.05 -0.06 -0.01 -0.36
C 3.83270 3.34648 -1.12530 0.08 -0.02 -0.06 0.29
O 3.33736 2.97302 -2.40253 -0.12 -0.22 0.17 -0.31
C 4.39265 2.75441 -3.22833 0.01 0.28 0.32 0.66
O 4.34251 2.21910 -4.27736 -0.05 -0.10 -0.36 -0.52
O 5.52312 3.25625 -2.67001 0.11 0.22 0.19 -0.32
F 2.97604 4.22853 -0.55189 -0.02 -0.03 -0.19 -0.33
H 5.04153 5.03661 -1.71244 -0.09 0.02 0.02 0.20
H 5.92490 3.85645 -0.71398 0.08 -0.14 -0.07 0.31
H 3.89892 2.46122 -0.49042 -0.08 0.03 0.08 0.36
C -3.47743 -1.16171 -2.24028 -0.09 -0.04 -0.16 -0.26
C -2.30698 -2.11676 -2.23280 0.09 0.05 -0.08 0.72
O -2.27403 -2.57117 -3.58458 0.35 0.28 0.16 -0.39
C -2.81749 -1.59916 -4.37231 -0.02 -0.07 0.03 0.55
O -2.72272 -1.56441 -5.55131 -0.03 -0.03 -0.15 -0.53
O -3.45227 -0.69820 -3.61122 -0.19 0.24 0.43 -0.35
F -2.48251 -3.18524 -1.42259 -0.06 0.05 -0.08 -0.31
H -4.41009 -1.69452 -2.05603 0.00 -0.04 0.04 0.24
H -3.38607 -0.33773 -1.54284 0.00 0.20 -0.03 0.17
H -1.34813 -1.65656 -1.99111 0.05 -0.06 0.09 0.14
C 5.76516 6.63870 -5.03994 0.01 -0.03 0.07 -0.41
C 6.96055 5.71032 -4.95257 0.03 0.07 -0.04 0.54
O 7.94220 6.54738 -4.36290 0.05 -0.21 0.12 -0.33
C 7.30775 7.49085 -3.61372 -0.14 -0.22 -0.35 0.67
O 7.82531 8.18143 -2.81060 0.18 0.24 0.21 -0.50
O 5.98888 7.50541 -3.91929 -0.23 -0.05 -0.09 -0.34
F 7.38862 5.29837 -6.17012 0.03 0.16 0.04 -0.30
H 5.79069 7.21660 -5.96384 0.06 -0.02 -0.05 0.29
H 4.80939 6.13184 -4.94940 -0.02 0.04 0.16 0.27
H 6.81126 4.83321 -4.32105 0.00 -0.08 -0.08 0.10
C -0.99622 -5.87111 -2.93787 -0.06 0.05 0.01 -0.40
C -2.37306 -5.50449 -3.45849 -0.06 -0.11 0.09 1.04
O -3.17421 -6.54122 -2.91699 -0.18 0.02 0.07 -0.37
C -2.58285 -6.98920 -1.77179 0.13 0.50 -0.34 0.59
O -3.11260 -7.64348 -0.94719 -0.16 -0.42 0.21 -0.50
O -1.31103 -6.53464 -1.70980 0.22 0.00 -0.04 -0.33
F -2.44139 -5.54165 -4.81540 0.02 -0.14 0.09 -0.33
H -0.50475 -6.57060 -3.61560 -0.03 0.01 -0.07 0.32
H -0.35329 -5.01562 -2.75698 -0.03 0.02 0.18 0.25
H -2.74930 -4.54227 -3.11427 0.04 -0.43 -0.22 -0.25
```
Forces are in eV/Å.

What is the ΔE to the lowest compared entry with this formula, charge and spin in the second record?
154.0 kJ/mol